# C5H14N2S

2 unconnected molecules or ions with the total composition C5H14N2S at a distorted geometry (wB97M-V/def2-TZVPD, the OMol25 dataset).

energy relative to the best compared isomer or geometry (same formula, charge and spin) = 4.298 eV

Structure (XYZ):
```
22
Properties=species:S:1:pos:R:3:forces:R:3:mulliken_charge:R:1
S 0.9373 -0.0864 -2.3643 -2.6421 2.4218 -0.8505 -0.2324
N 1.3089 -1.3111 1.9337 1.1245 -0.6420 0.1964 -0.7354
N 0.0046 1.7219 0.0748 -1.9769 0.2803 0.7593 -0.2847
C 0.1140 0.5481 1.0213 -1.5757 0.4389 -0.6888 -0.6833
C 0.8835 -0.7223 0.6583 1.9477 0.6180 -0.1685 0.4917
C -1.4505 2.2838 -0.0118 2.2387 -1.3987 -0.0419 -0.7775
C 0.2538 -1.7185 -0.2510 -0.4069 -3.0863 1.6646 -1.0249
C -0.2734 -1.1345 -1.4878 -3.5772 3.3586 1.1885 -0.3686
H 2.2700 -0.9164 2.2001 -1.9501 -1.2261 -0.4936 0.2731
H 1.3243 -2.3456 1.8060 0.5456 1.1891 0.4859 0.2466
H 0.9760 -2.4797 -0.6247 0.2219 0.3903 0.7807 0.2983
H -1.3820 3.2705 -0.5107 -0.3525 -0.6406 0.3094 0.3188
H 1.7848 -0.5279 0.0722 0.1775 1.0170 0.2635 0.2547
H -0.7856 -1.8283 -2.0712 -0.1197 -1.4073 -1.5443 0.5064
H 0.2555 1.5300 -0.8848 0.3169 -0.3779 0.5935 -0.0537
H -0.2818 1.5892 -2.4959 2.2232 -3.1160 -0.1888 0.1734
H -2.0883 1.5379 -0.5499 0.1529 0.7618 0.1611 0.2740
H 0.5958 0.9187 1.9188 -0.0537 0.0716 0.2234 0.2881
H -0.9279 0.1934 1.3256 1.0164 0.4366 -0.2532 0.2936
H -1.2426 -0.4919 -1.1702 2.3358 -0.7360 -0.7304 -0.0088
H -0.4616 -2.3835 0.3991 0.4435 1.3122 -1.5350 0.4035
H -1.8145 2.3525 1.0125 -0.0895 0.3348 -0.1312 0.3470
```
Forces are in eV/Å.